Record 1
An isolated molecule of C6H16OSi2. Source: the Open Molecules 2025 dataset; level of theory: the ωB97M-V functional and the def2-TZVPD basis.

Last column: Mulliken charge in e.
Geometry (Å):
C -0.019 -0.256 1.010  0.04
C -0.084 -1.771 1.042  -1.48
C -2.183 -0.877 -1.142  -1.05
C -2.322 2.108 0.506  -1.17
C 2.296 1.875 0.217  -1.08
C 2.293 -1.025 -0.883  -1.05
O 0.001 1.094 -1.103  -0.47
Si -1.324 0.529 -0.133  0.51
Si 1.224 0.409 -0.287  0.48
H -0.173 0.211 2.031  0.44
H 0.144 -2.183 0.088  0.31
H -0.927 -2.326 1.436  0.33
H 0.772 -2.098 1.655  0.32
H -2.407 -0.531 -2.135  0.34
H -1.464 -1.703 -1.185  0.28
H -2.994 -1.340 -0.532  0.33
H -1.946 2.330 1.450  0.35
H -2.288 2.972 -0.166  0.34
H -3.317 1.762 0.421  0.33
H 1.684 2.681 0.624  0.27
H 2.827 1.437 0.998  0.33
H 2.794 2.297 -0.613  0.33
H 2.837 -0.786 -1.747  0.38
H 2.999 -1.222 0.013  0.24
H 1.691 -1.874 -1.022  0.35

## Properties
Electronic energy = -892.516553 Eh
Charge = 0
Molar mass = 160.36 g/mol



Record 2
An isolated molecule of C7H10. Source: the Open Molecules 2025 dataset; level of theory: the ωB97M-V functional and the def2-TZVPD basis.

Last column: Mulliken charge in e.
Geometry (Å):
C -1.537 -0.744 0.995  -0.64
C -0.659 0.349 1.510  -0.21
C -0.189 1.264 0.383  -0.74
C 0.373 0.037 -0.353  0.69
C 1.670 -0.028 -1.089  -0.66
C 0.369 -0.262 -1.819  -0.72
C -0.083 -0.871 0.752  -0.47
H -2.181 -0.537 0.146  0.18
H -1.962 -1.405 1.743  0.28
H -0.649 0.605 2.572  0.38
H 0.606 1.953 0.688  0.32
H -0.983 1.825 -0.117  0.27
H 2.197 0.906 -1.270  0.25
H 2.320 -0.883 -0.917  0.26
H 0.015 0.514 -2.492  0.24
H 0.137 -1.275 -2.138  0.25
H 0.557 -1.449 1.406  0.32

## Properties
Electronic energy = -272.622783 Eh
Charge = 0
Molar mass = 94.16 g/mol



Record 3
A structure of composition C16H10ClF5InO. Source: the Open Molecules 2025 dataset; level of theory: the ωB97M-V functional and the def2-TZVPD basis.

Last column: Mulliken charge in e.
Geometry (Å):
C 0.881 -1.856 0.695  -0.55
C 1.030 -1.719 -0.704  -0.56
C -0.271 -1.664 -1.295  -0.74
H 1.967 -1.651 -1.245  0.42
C -1.221 -1.775 -0.235  -0.43
C -0.526 -1.868 0.991  -0.50
H -0.972 -1.944 1.986  0.42
H 1.674 -1.954 1.439  0.37
H -0.502 -1.632 -2.360  0.65
H -2.297 -1.803 -0.364  0.41
In -0.537 1.203 -1.683  1.04
Cl 1.509 1.897 -0.836  -0.45
C 0.040 2.685 -3.636  -0.51
C -1.213 2.004 -3.923  -0.57
C -0.878 0.776 -4.589  -0.69
H -2.198 2.478 -3.883  0.52
C 0.530 0.686 -4.683  -0.36
C 1.105 1.839 -4.090  -0.47
H 2.169 2.086 -4.039  0.38
H 0.130 3.728 -3.318  0.46
H -1.597 0.090 -5.035  0.40
H 1.087 -0.087 -5.214  0.41
F -3.238 3.083 4.418  -0.32
C -3.062 2.557 3.190  0.55
C -2.245 3.222 2.268  -0.16
F -1.620 4.368 2.637  -0.30
C -1.961 2.631 1.053  0.29
F -1.096 3.250 0.179  -0.30
C -2.475 1.370 0.692  0.72
O -2.251 0.824 -0.483  -0.65
C -3.280 0.709 1.657  0.07
F -3.693 -0.565 1.415  -0.34
C -3.578 1.293 2.874  0.09
F -4.280 0.614 3.809  -0.30

## Properties
Electronic energy = -1840.584275 Eh
Charge = -1
Molar mass = 463.52 g/mol



Record 4
An isolated molecule of C4H5NS. Source: the Open Molecules 2025 dataset; level of theory: the ωB97M-V functional and the def2-TZVPD basis.

Last column: Mulliken charge in e.
Geometry (Å):
C 2.870 -0.961 0.049  0.04
C 2.022 -0.125 0.154  -0.46
C 1.227 1.095 -0.061  -0.09
N -0.097 0.912 -0.038  -0.39
S -0.596 -0.871 -0.041  -0.02
C -2.459 -0.203 0.121  -0.71
H 3.488 -1.804 -0.144  0.39
H 1.674 2.001 -0.048  0.41
H -2.745 0.497 0.969  0.30
H -2.297 0.624 -0.683  0.26
H -3.087 -1.167 -0.279  0.27

## Properties
Electronic energy = -608.187925 Eh
Charge = 0
Molar mass = 99.16 g/mol



Record 5
A structure of composition C22H33N3O3PTa. Source: the Open Molecules 2025 dataset; level of theory: the ωB97M-V functional and the def2-TZVPD basis.

Last column: Mulliken charge in e.
Geometry (Å):
Ta 0.325 -0.509 0.486  1.16
O -3.322 -0.958 -1.298  -0.36
C -2.195 -1.239 -1.052  -0.33
N -1.584 -0.961 0.223  0.87
C -2.454 -1.424 1.279  -0.16
O -3.260 -2.277 1.107  -0.36
C -2.190 -0.766 2.590  0.78
C -3.144 -0.864 3.597  -0.81
C -2.877 -0.255 4.819  -0.38
C -1.670 0.407 4.986  -0.85
C -0.763 0.446 3.929  -0.12
N -1.028 -0.115 2.751  -0.02
C -1.266 -1.907 -2.008  0.99
C -1.805 -2.636 -3.062  -0.83
C -0.932 -3.270 -3.940  -0.47
C 0.433 -3.093 -3.766  -0.86
C 0.891 -2.346 -2.684  -0.42
N 0.056 -1.791 -1.806  0.36
H -4.052 -1.423 3.410  0.55
H -3.606 -0.305 5.618  0.52
H -1.418 0.881 5.924  0.47
H 0.188 0.948 4.043  0.51
H -2.878 -2.688 -3.174  0.59
H -1.322 -3.875 -4.749  0.52
H 1.147 -3.518 -4.458  0.49
H 1.954 -2.188 -2.535  0.61
C 1.312 3.349 0.870  -1.02
C 0.081 3.419 -0.020  -0.64
P -0.070 2.037 -1.213  0.77
C -1.761 2.085 -1.968  -0.44
C -2.261 3.525 -2.115  -1.43
C 1.311 2.153 -2.455  -0.31
C 0.872 2.911 -3.707  -1.33
H 1.339 4.229 1.510  0.44
H 2.239 3.352 0.303  0.33
H 1.287 2.470 1.522  0.06
H 0.127 4.338 -0.621  0.49
H -0.827 3.458 0.588  0.43
H -2.456 1.526 -1.335  0.39
H -1.719 1.593 -2.944  0.51
H -2.457 4.004 -1.158  0.36
H -3.214 3.480 -2.645  0.44
H -1.602 4.154 -2.708  0.35
H 1.659 1.152 -2.725  0.41
H 2.138 2.685 -1.976  0.43
H 0.082 2.411 -4.260  0.38
H 1.731 2.969 -4.380  0.42
H 0.570 3.933 -3.495  0.36
C 3.261 0.258 2.179  -1.13
C 3.446 -1.217 1.887  -0.24
O 2.397 -1.689 0.993  -0.70
C 2.368 -3.144 0.853  -0.39
C 1.148 -3.738 1.542  -1.09
H 4.136 0.608 2.731  0.48
H 2.392 0.432 2.822  0.16
H 3.215 0.850 1.259  0.28
H 3.406 -1.792 2.820  0.46
H 4.412 -1.398 1.399  0.37
H 3.281 -3.556 1.292  0.56
H 2.372 -3.367 -0.220  0.28
H 1.118 -3.457 2.596  0.33
H 1.233 -4.824 1.511  0.46
H 0.205 -3.471 1.042  0.32

## Properties
Electronic energy = -1644.802778 Eh
Charge = +4
Molar mass = 599.45 g/mol



Record 6
A structure of composition CH5N2O3PS. Source: the Open Molecules 2025 dataset; level of theory: the ωB97M-V functional and the def2-TZVPD basis.

Last column: Mulliken charge in e.
Geometry (Å):
C 1.156 0.394 0.012  0.60
N 1.407 0.683 1.226  -0.63
N 1.777 0.668 -1.156  -0.44
O -1.010 -0.245 -1.591  -0.38
O -0.578 2.315 -1.087  -0.51
O -2.788 1.311 -0.846  -0.56
P -0.454 -0.596 -0.036  0.25
S -1.374 1.186 -0.659  0.96
H 2.010 1.461 1.503  0.22
H -1.919 0.943 2.601  0.13
H 2.505 1.465 -1.052  0.25
H 1.265 0.692 -1.973  0.27
H -1.324 0.791 2.080  -0.17

## Properties
Electronic energy = -1115.764197 Eh
Charge = 0
Molar mass = 156.10 g/mol



Number 2 is which compound? C7H10



What is the formula in the sixth record? CH5N2O3PS



What did the third record say?
A structure of composition C16H10ClF5InO. Source: the Open Molecules 2025 dataset; level of theory: the ωB97M-V functional and the def2-TZVPD basis.

Last column: Mulliken charge in e.
Geometry (Å):
C 0.881 -1.856 0.695  -0.55
C 1.030 -1.719 -0.704  -0.56
C -0.271 -1.664 -1.295  -0.74
H 1.967 -1.651 -1.245  0.42
C -1.221 -1.775 -0.235  -0.43
C -0.526 -1.868 0.991  -0.50
H -0.972 -1.944 1.986  0.42
H 1.674 -1.954 1.439  0.37
H -0.502 -1.632 -2.360  0.65
H -2.297 -1.803 -0.364  0.41
In -0.537 1.203 -1.683  1.04
Cl 1.509 1.897 -0.836  -0.45
C 0.040 2.685 -3.636  -0.51
C -1.213 2.004 -3.923  -0.57
C -0.878 0.776 -4.589  -0.69
H -2.198 2.478 -3.883  0.52
C 0.530 0.686 -4.683  -0.36
C 1.105 1.839 -4.090  -0.47
H 2.169 2.086 -4.039  0.38
H 0.130 3.728 -3.318  0.46
H -1.597 0.090 -5.035  0.40
H 1.087 -0.087 -5.214  0.41
F -3.238 3.083 4.418  -0.32
C -3.062 2.557 3.190  0.55
C -2.245 3.222 2.268  -0.16
F -1.620 4.368 2.637  -0.30
C -1.961 2.631 1.053  0.29
F -1.096 3.250 0.179  -0.30
C -2.475 1.370 0.692  0.72
O -2.251 0.824 -0.483  -0.65
C -3.280 0.709 1.657  0.07
F -3.693 -0.565 1.415  -0.34
C -3.578 1.293 2.874  0.09
F -4.280 0.614 3.809  -0.30

## Properties
Electronic energy = -1840.584275 Eh
Charge = -1
Molar mass = 463.52 g/mol